{
  "formula": "C14H22GeIN4O3PdS3",
  "method": "ωB97M-V/def2-TZVPD",
  "total_charge": 1,
  "lumo_ev": [-4.5, -4.5],
  "relative_energy_kj_mol": 324.6,
  "homo_lumo_gap_ev": [6.544, 6.542],
  "species": ["Pd", "N", "C", "N", "S", "H", "H", "H", "H", "N", "C", "O", "C", "I", "H", "H", "H", "H", "C", "Ge", "C", "C", "C", "H", "H", "H", "H", "H", "H", "H", "H", "H", "H", "O", "S", "O", "N", "C", "S", "C", "C", "C", "C", "C", "C", "H", "H", "H", "H"],
  "positions_angstrom": [[0.173, 0.176, -0.729], [3.730, -1.752, -2.753], [2.989, -0.889, -2.055], [3.462, -0.422, -0.915], [1.471, -0.426, -2.722], [4.651, -2.028, -2.458], [3.384, -2.100, -3.630], [4.338, -0.746, -0.537], [2.896, 0.203, -0.342], [-1.878, -3.881, -1.338], [-1.690, -2.595, -1.002], [-0.606, -2.048, -1.150], [-2.951, -1.912, -0.504], [-2.651, 0.061, 0.194], [-1.081, -4.416, -1.643], [-2.728, -4.370, -1.119], [-3.344, -2.455, 0.352], [-3.694, -1.867, -1.296], [-0.228, 3.678, -3.786], [-0.997, 2.559, -2.390], [-2.266, 3.604, -1.342], [-1.872, 1.030, -3.238], [0.503, 1.913, -1.239], [-1.041, 4.014, -4.430], [0.496, 3.124, -4.383], [0.261, 4.551, -3.354], [-2.901, 4.143, -2.045], [-1.743, 4.332, -0.721], [-2.885, 2.976, -0.707], [-1.682, 1.063, -4.313], [-2.947, 1.083, -3.068], [-1.505, 0.076, -2.867], [1.340, 2.560, -0.996], [1.327, -3.224, 2.234], [0.356, -2.172, 2.278], [-1.013, -2.508, 1.996], [0.876, -0.928, 1.274], [1.199, 0.117, 1.978], [1.763, 1.555, 1.210], [0.992, -0.002, 3.447], [1.213, 0.945, 4.430], [0.885, 0.612, 5.739], [0.343, -0.633, 6.047], [0.125, -1.586, 5.057], [0.473, -1.241, 3.769], [1.624, 1.913, 4.175], [1.046, 1.334, 6.529], [0.078, -0.863, 7.070], [-0.290, -2.557, 5.295]],
  "lowdin_charge": [0.46, 0.12, -0.82, 0.13, 0.75, 0.12, 0.10, 0.13, -0.01, 0.20, -0.62, -0.12, -0.51, 1.09, 0.13, 0.12, 0.06, 0.06, -0.21, 0.71, -0.21, -0.25, -0.30, 0.03, 0.03, 0.03, 0.03, 0.03, -0.03, 0.03, 0.02, -0.04, -0.04, -0.27, 0.65, -0.31, -0.16, -0.77, 0.73, -0.23, -0.01, -0.04, -0.04, -0.02, -0.22, 0.11, 0.11, 0.12, 0.13]
}